{
  "formula": "C18H18F18N6O18S6Zn2",
  "method": "ωB97M-V with the def2-TZVPD basis set",
  "symbols": ["Zn", "Zn", "C", "F", "F", "F", "S", "O", "O", "O", "C", "F", "F", "F", "S", "O", "O", "O", "C", "F", "F", "F", "S", "O", "O", "O", "C", "F", "F", "F", "S", "O", "O", "O", "C", "F", "F", "F", "S", "O", "O", "O", "C", "F", "F", "F", "S", "O", "O", "O", "C", "C", "N", "H", "H", "H", "C", "C", "N", "H", "H", "H", "C", "C", "N", "H", "H", "H", "C", "C", "N", "H", "H", "H", "C", "C", "N", "H", "H", "H", "C", "C", "N", "H", "H", "H"],
  "positions_angstrom": [[15.364, 24.694, -2.475], [18.111, 20.112, -9.224], [11.520, 29.682, -5.607], [11.584, 29.054, -6.740], [12.583, 30.509, -5.392], [10.379, 30.426, -5.576], [11.373, 28.422, -4.163], [12.425, 27.315, -4.373], [11.715, 29.083, -2.933], [10.010, 27.789, -4.140], [14.730, 17.943, -3.650], [16.005, 17.831, -3.306], [14.510, 16.829, -4.352], [13.873, 18.114, -2.654], [14.556, 19.534, -4.852], [15.644, 19.379, -5.871], [13.151, 19.431, -5.350], [14.717, 20.724, -4.023], [18.325, 27.234, -8.015], [18.572, 28.225, -7.169], [17.062, 27.324, -8.529], [19.286, 27.315, -8.936], [18.576, 25.546, -7.109], [18.273, 24.413, -8.027], [19.982, 25.494, -6.738], [17.675, 25.674, -5.910], [10.100, 22.884, 0.999], [9.067, 23.455, 1.519], [10.349, 21.634, 1.528], [9.871, 22.766, -0.339], [11.654, 24.081, 1.457], [12.645, 23.942, 0.400], [11.166, 25.473, 1.606], [12.189, 23.575, 2.679], [23.701, 17.361, -5.946], [25.093, 17.356, -6.044], [23.089, 16.282, -6.511], [23.346, 17.383, -4.674], [23.176, 19.122, -6.790], [21.764, 19.015, -7.224], [23.421, 20.287, -5.941], [24.005, 19.270, -8.040], [20.221, 20.568, 0.311], [20.817, 21.291, 1.211], [21.029, 19.513, 0.027], [18.987, 20.168, 0.726], [19.877, 21.700, -1.269], [19.686, 20.813, -2.403], [18.725, 22.531, -0.946], [20.978, 22.601, -1.626], [18.075, 14.798, 2.637], [17.262, 14.087, 3.650], [16.577, 13.499, 4.392], [18.949, 14.198, 2.381], [18.462, 15.734, 3.039], [17.453, 14.983, 1.761], [12.629, 19.610, -13.176], [13.637, 20.150, -12.367], [14.511, 20.598, -11.725], [12.911, 18.793, -13.840], [12.215, 20.319, -13.894], [11.806, 19.291, -12.537], [7.329, 18.553, -5.025], [6.289, 17.680, -4.572], [5.423, 17.053, -4.167], [7.692, 18.191, -5.987], [8.146, 18.365, -4.328], [7.128, 19.624, -5.052], [11.439, 11.581, -5.394], [11.642, 11.875, -6.861], [11.848, 12.173, -7.932], [12.322, 12.096, -5.015], [11.406, 10.519, -5.150], [10.497, 12.054, -5.116], [17.840, 12.917, -8.907], [17.716, 14.335, -9.287], [17.658, 15.438, -9.598], [18.910, 12.709, -8.903], [17.270, 12.259, -9.564], [17.491, 12.741, -7.890], [9.651, 23.723, -7.309], [9.121, 22.933, -8.355], [8.742, 22.273, -9.216], [8.978, 24.579, -7.349], [10.590, 24.095, -7.719], [9.756, 23.224, -6.346]],
  "forces_ev_per_angstrom": [[-0.2, -0.1, 0.0], [0.0, 0.1, 0.4], [-0.7, 0.4, 2.4], [0.4, 0.0, -0.8], [-1.1, -1.0, -0.6], [1.0, -0.2, -0.2], [0.1, -5.1, 1.6], [-1.9, 2.4, -0.8], [-0.1, 1.3, -0.3], [2.5, 2.0, -1.1], [0.6, 2.1, -2.8], [0.0, 0.4, 1.3], [-1.1, -0.2, 0.2], [0.6, -0.7, 0.2], [-0.8, -0.1, -1.1], [-1.9, -0.2, 1.6], [2.4, -0.4, 0.5], [0.3, -0.8, 0.0], [0.2, -1.7, 0.6], [-0.7, 0.1, 0.1], [1.7, 0.2, 0.3], [-0.7, 0.0, -0.8], [-1.1, -1.5, 1.9], [-0.2, 2.1, 0.8], [-0.5, 0.8, -0.4], [1.3, -0.1, -2.6], [2.9, 0.1, -0.7], [-1.4, -0.1, 0.9], [-0.7, 1.6, -0.8], [0.5, -0.2, 1.2], [-0.3, 2.0, -0.4], [-0.2, -0.3, -0.9], [-0.2, -2.1, -0.7], [-0.3, -1.0, 1.2], [0.3, 1.8, -0.8], [-2.4, -0.8, 0.1], [1.4, 1.3, 0.3], [0.4, -0.1, 0.0], [0.0, 1.9, -3.6], [1.0, -0.8, 1.2], [0.0, -2.0, 0.5], [-0.7, -1.3, 2.2], [-0.8, 0.3, -2.4], [0.2, 0.4, 1.1], [-1.2, 0.7, 0.2], [1.5, -0.1, 0.0], [0.3, 1.2, -2.4], [-0.4, -0.8, 1.0], [-0.2, -0.8, 0.9], [0.4, -0.8, 1.6], [-0.1, -0.2, 0.6], [-1.2, -1.0, 1.1], [1.6, 1.3, -1.6], [-0.2, -0.1, -0.1], [-0.3, 0.0, 0.0], [0.2, 0.0, 0.0], [-2.2, -0.7, -1.4], [4.0, 1.8, 2.3], [-2.2, -1.2, -1.6], [0.5, -0.2, 0.5], [0.1, 0.5, 0.3], [-0.1, -0.2, -0.1], [1.4, -0.4, -0.1], [-0.9, 0.6, 0.1], [-0.4, -0.6, 0.2], [-0.1, 0.3, -0.1], [0.3, 0.4, 0.0], [-0.4, -0.3, 0.0], [0.3, 0.8, -1.9], [-0.8, -1.3, 3.0], [0.4, 0.5, -2.1], [-0.3, -0.2, 0.9], [0.2, 0.2, -0.2], [0.3, 0.1, 0.3], [0.2, 0.5, 0.3], [-0.2, -0.3, 0.1], [0.0, -0.1, 0.0], [-0.1, -0.4, -0.2], [0.3, 0.2, -0.1], [-0.1, 0.3, 0.0], [0.3, 1.4, -0.3], [-0.4, -2.0, -1.1], [-0.1, 0.2, 0.0], [0.1, 0.3, 1.0], [0.3, 0.0, 0.6], [-0.1, 0.2, -0.2]],
  "e_homo_ev": -5.503,
  "homo_lumo_gap_ev": 1.908,
  "charge": -2,
  "molar_mass_g_mol": 1271.5,
  "total_energy_ev": -275497.2648
}

***

{
  "formula": "C38H81FN2O10S5",
  "method": "ωB97M-V with the def2-TZVPD basis set",
  "symbols": ["C", "C", "C", "C", "C", "C", "C", "C", "C", "C", "C", "C", "C", "C", "C", "C", "C", "C", "C", "C", "C", "C", "C", "F", "C", "C", "C", "O", "O", "N", "C", "O", "C", "O", "N", "O", "H", "H", "H", "H", "H", "H", "H", "H", "H", "H", "H", "H", "H", "H", "H", "H", "H", "H", "H", "H", "H", "H", "H", "H", "H", "H", "H", "H", "H", "H", "H", "H", "H", "H", "H", "H", "H", "H", "H", "H", "H", "H", "H", "H", "H", "H", "H", "H", "H", "H", "H", "C", "S", "O", "C", "H", "H", "H", "H", "H", "H", "C", "S", "O", "C", "H", "H", "H", "H", "H", "H", "C", "S", "O", "C", "H", "H", "H", "H", "H", "H", "C", "S", "O", "C", "H", "H", "H", "H", "H", "H", "C", "S", "O", "C", "H", "H", "H", "H", "H", "H"],
  "positions_angstrom": [[6.539, -1.134, 2.779], [6.896, -2.524, 2.266], [5.813, -3.553, 2.569], [4.751, -3.667, 1.467], [3.351, -3.222, 1.890], [2.522, -2.591, 0.789], [1.994, -3.626, -0.194], [0.723, -4.344, 0.231], [-0.395, -3.506, 0.855], [-0.843, -2.279, 0.079], [-1.816, -1.382, 0.875], [-1.415, 0.081, 1.022], [-0.290, 0.322, 2.027], [-0.428, 1.624, 2.798], [-0.387, 2.936, 2.003], [0.808, 3.089, 1.057], [0.436, 3.041, -0.433], [0.667, 4.366, -1.184], [1.721, 4.262, -2.276], [1.214, 3.429, -3.459], [2.239, 2.556, -4.231], [1.686, 1.147, -4.310], [1.390, 0.412, -3.029], [2.559, 0.365, -5.090], [3.753, 2.709, -3.884], [4.433, 1.831, -2.834], [4.373, 2.408, -1.444], [5.115, 3.334, -1.073], [3.370, 1.924, -0.640], [4.482, 2.396, -5.158], [3.675, 2.794, -6.229], [4.052, 2.957, -7.421], [2.316, 3.144, -5.664], [1.203, 2.922, -6.491], [1.377, 1.752, -7.275], [0.414, 1.539, -7.870], [7.063, -0.363, 2.226], [5.476, -0.933, 2.669], [6.796, -1.040, 3.827], [7.074, -2.484, 1.196], [7.831, -2.821, 2.730], [6.271, -4.525, 2.721], [5.324, -3.272, 3.498], [5.059, -3.064, 0.615], [4.699, -4.699, 1.141], [2.822, -4.066, 2.326], [3.470, -2.488, 2.685], [3.159, -1.901, 0.239], [1.735, -1.989, 1.225], [1.887, -3.209, -1.188], [2.773, -4.379, -0.281], [0.977, -5.154, 0.907], [0.294, -4.815, -0.652], [-0.129, -3.229, 1.873], [-1.263, -4.157, 0.930], [-1.372, -2.606, -0.812], [-0.002, -1.678, -0.251], [-2.811, -1.440, 0.446], [-1.903, -1.794, 1.879], [-2.286, 0.626, 1.380], [-1.154, 0.506, 0.058], [0.674, 0.290, 1.527], [-0.292, -0.497, 2.743], [0.370, 1.669, 3.538], [-1.358, 1.600, 3.362], [-1.302, 3.097, 1.475], [-0.336, 3.737, 2.735], [1.318, 4.023, 1.264], [1.529, 2.305, 1.258], [1.018, 2.268, -0.919], [-0.608, 2.764, -0.518], [-0.262, 4.699, -1.642], [0.955, 5.131, -0.472], [1.932, 5.264, -2.636], [2.621, 3.857, -1.831], [0.405, 2.801, -3.104], [0.748, 4.117, -4.154], [0.750, 1.214, -4.858], [2.099, 0.598, -2.240], [0.412, 0.679, -2.650], [1.374, -0.649, -3.240], [3.955, 3.752, -3.669], [5.486, 1.822, -3.090], [4.078, 0.810, -2.892], [3.539, 1.014, -0.389], [4.714, 1.416, -5.200], [2.367, 4.227, -5.557], [5.291, -7.678, 3.543], [3.675, -7.932, 2.804], [3.432, -6.781, 1.892], [2.719, -7.605, 4.279], [6.036, -7.790, 2.758], [5.341, -6.673, 3.963], [5.455, -8.429, 4.315], [2.956, -6.609, 4.654], [2.938, -8.361, 5.033], [1.666, -7.653, 4.010], [-5.148, 5.879, 0.755], [-3.946, 5.325, 1.962], [-2.928, 4.530, 1.214], [-5.013, 4.143, 2.781], [-4.670, 6.601, 0.099], [-5.490, 5.026, 0.170], [-5.985, 6.353, 1.269], [-5.370, 3.414, 2.061], [-5.853, 4.663, 3.235], [-4.429, 3.647, 3.553], [-4.971, 5.948, -4.355], [-5.889, 7.280, -3.578], [-5.504, 7.279, -2.144], [-7.496, 6.485, -3.679], [-3.920, 6.228, -4.348], [-5.114, 5.029, -3.786], [-5.311, 5.825, -5.383], [-7.459, 5.527, -3.160], [-7.767, 6.348, -4.726], [-8.217, 7.142, -3.197], [-1.966, -6.329, 2.613], [-1.916, -7.764, 3.691], [-0.600, -7.723, 4.381], [-1.769, -8.981, 2.380], [-2.010, -5.445, 3.246], [-1.064, -6.304, 2.002], [-2.857, -6.378, 1.988], [-0.883, -8.764, 1.784], [-2.666, -8.957, 1.763], [-1.672, -9.957, 2.849], [-9.533, 2.773, 1.134], [-8.820, 1.833, 2.487], [-7.572, 2.541, 2.881], [-8.315, 0.425, 1.495], [-9.869, 3.725, 1.539], [-8.774, 2.940, 0.370], [-10.382, 2.227, 0.724], [-7.643, 0.760, 0.705], [-9.197, -0.056, 1.075], [-7.796, -0.269, 2.153]],
  "forces_ev_per_angstrom": [[-0.1, 0.0, -0.3], [0.0, 0.1, 0.3], [0.0, -0.1, -0.3], [-0.2, -0.1, 0.1], [0.2, 0.4, 0.4], [0.2, -0.2, -0.2], [0.2, 0.0, 0.1], [-0.5, 0.1, -0.2], [0.2, -0.1, -0.1], [-0.4, 0.3, 0.1], [0.3, -0.2, 0.0], [-0.1, -0.1, 0.2], [-0.1, 0.0, -0.2], [0.3, 0.3, 0.0], [0.5, -0.2, 0.4], [-0.2, -0.3, -0.1], [0.0, 0.3, 0.0], [-0.2, -0.2, 0.0], [-0.3, 0.1, 0.0], [0.3, -0.2, 0.5], [-0.2, 0.7, -0.4], [0.1, -0.1, 0.0], [0.0, -0.1, 0.2], [0.1, -0.2, 0.1], [0.1, -1.0, -0.7], [0.2, 0.2, 0.3], [1.9, 2.4, 1.0], [-2.5, -2.8, -1.1], [0.5, 0.5, 0.2], [-0.6, 0.7, 0.2], [1.6, 0.2, -3.7], [-1.4, -0.9, 4.0], [0.3, 0.5, 0.0], [-0.1, 0.2, 0.0], [0.6, -0.1, 0.3], [-0.7, -0.2, -0.6], [0.2, 0.2, 0.0], [-0.2, 0.0, 0.0], [0.0, 0.1, 0.3], [0.1, -0.1, -0.2], [0.2, -0.1, 0.0], [0.1, -0.2, 0.1], [0.0, -0.1, 0.3], [0.1, 0.1, -0.2], [0.0, -0.2, -0.2], [-0.2, -0.2, 0.1], [-0.1, 0.2, 0.2], [0.2, 0.3, -0.1], [-0.3, 0.1, 0.1], [-0.2, 0.3, -0.2], [0.1, -0.2, -0.2], [0.0, -0.2, 0.2], [0.0, -0.2, -0.2], [0.1, 0.2, 0.2], [-0.2, -0.1, 0.2], [0.2, -0.1, -0.4], [0.3, 0.1, -0.1], [-0.2, 0.0, -0.2], [-0.1, -0.1, 0.3], [-0.2, 0.2, 0.0], [0.0, 0.1, -0.3], [0.3, -0.1, -0.1], [0.1, -0.2, 0.2], [0.2, -0.1, 0.2], [-0.2, 0.0, 0.1], [-0.5, 0.0, -0.3], [-0.2, 0.2, 0.2], [0.2, 0.2, 0.1], [0.3, -0.1, 0.1], [0.0, -0.2, -0.1], [-0.2, -0.1, 0.0], [-0.2, 0.2, 0.0], [0.0, 0.2, 0.1], [0.4, 0.2, 0.0], [0.2, 0.1, 0.0], [-0.1, -0.2, 0.1], [-0.2, 0.1, -0.2], [-0.1, -0.1, -0.3], [0.2, 0.1, 0.2], [-0.2, 0.1, 0.1], [0.0, -0.3, -0.1], [0.0, 0.2, 0.2], [0.2, 0.1, -0.1], [-0.2, -0.2, 0.1], [0.0, -0.4, -0.1], [0.4, -0.1, -0.3], [-0.1, 0.2, 0.1], [0.1, 0.0, 0.0], [-0.1, -0.1, 0.1], [0.0, 0.1, -0.2], [0.0, 0.0, 0.1], [0.0, 0.0, 0.0], [0.0, 0.0, 0.0], [0.0, 0.0, 0.0], [0.1, 0.0, 0.0], [0.0, 0.0, 0.0], [-0.1, 0.0, 0.0], [-0.1, 0.0, 0.0], [0.0, 0.0, 0.0], [-0.1, 0.1, -0.1], [0.1, 0.0, 0.1], [0.0, 0.0, 0.0], [0.0, 0.0, 0.0], [0.0, 0.0, 0.0], [0.0, 0.0, -0.1], [-0.1, 0.0, 0.0], [0.0, 0.0, 0.0], [0.0, -0.1, -0.1], [0.0, 0.0, -0.1], [0.0, 0.0, 0.1], [-0.1, 0.0, 0.0], [0.0, 0.0, 0.0], [0.0, 0.0, 0.0], [0.0, 0.0, 0.0], [0.0, 0.0, 0.0], [0.0, 0.0, 0.0], [0.0, 0.0, 0.0], [0.0, 0.0, 0.0], [-0.1, 0.0, -0.1], [0.1, 0.0, 0.1], [0.0, 0.0, -0.1], [0.0, 0.0, 0.0], [0.0, 0.0, 0.0], [0.0, 0.0, 0.0], [0.0, 0.0, 0.0], [0.0, 0.0, 0.0], [0.0, 0.0, 0.0], [0.0, 0.0, -0.1], [0.0, 0.0, 0.0], [0.0, 0.0, 0.0], [0.0, -0.1, -0.1], [0.0, 0.0, 0.0], [0.0, 0.0, 0.0], [0.0, 0.0, 0.0], [0.0, 0.0, 0.0], [0.0, 0.0, 0.0], [0.0, 0.0, 0.0]],
  "e_homo_ev": -8.496,
  "homo_lumo_gap_ev": 8.770,
  "charge": 0,
  "molar_mass_g_mol": 905.4,
  "total_energy_ev": -121062.0038
}

***

{
  "formula": "C8H10NO3",
  "method": "ωB97M-V with the def2-TZVPD basis set",
  "symbols": ["C", "C", "O", "N", "O", "O", "C", "C", "C", "C", "C", "C", "H", "H", "H", "H", "H", "H", "H", "H", "H", "H"],
  "positions_angstrom": [[0.430, -0.514, -2.465], [-0.966, -0.388, -2.008], [-1.848, -0.963, -2.556], [-1.429, 0.383, -0.688], [-2.674, 0.104, -0.353], [-1.314, 1.695, -1.151], [-0.527, 0.117, 0.426], [-0.630, -1.138, 1.034], [0.256, -1.405, 2.107], [1.089, -0.424, 2.560], [1.241, 0.801, 1.859], [0.351, 1.137, 0.872], [0.548, -1.597, -2.490], [0.682, -0.087, -3.428], [1.071, -0.220, -1.702], [-3.241, 0.221, -1.170], [-1.183, 2.254, -0.420], [-1.362, -1.913, 0.637], [0.348, -2.400, 2.491], [1.771, -0.697, 3.457], [1.741, 1.699, 2.302], [0.365, 2.144, 0.616]],
  "forces_ev_per_angstrom": [[-0.1, -0.6, 0.7], [-1.7, -1.7, -2.0], [-0.2, 0.9, 0.8], [2.0, 1.1, -1.1], [-2.1, -0.3, -0.3], [-0.4, -1.2, -2.3], [0.3, 0.0, 1.4], [0.1, -0.4, -0.6], [-0.9, 0.0, -1.4], [2.7, 0.2, 1.0], [-0.9, 0.8, 2.4], [-0.4, -2.8, 0.1], [0.1, -0.1, -0.4], [-0.4, 0.2, 0.0], [1.5, 1.0, 1.1], [0.7, -0.3, 0.7], [0.1, 1.4, 2.0], [1.1, 1.1, 0.6], [-0.4, -0.3, 0.4], [-1.2, 0.8, -1.7], [0.2, -1.4, -0.4], [-0.1, 1.4, -1.1]],
  "e_homo_ev": -14.009,
  "homo_lumo_gap_ev": 10.155,
  "charge": 1,
  "smiles": "CC(=O)[N+](O)(O)c1ccccc1",
  "molar_mass_g_mol": 168.2,
  "total_energy_ev": -16079.6097
}

***

{
  "formula": "C3H7CsNO",
  "method": "ωB97M-V with the def2-TZVPD basis set",
  "symbols": ["Cs", "C", "C", "O", "N", "C", "H", "H", "H", "H", "H", "H", "H"],
  "positions_angstrom": [[-2.825, 1.473, 2.110], [1.117, 1.153, -1.305], [0.125, 0.507, -0.353], [-0.650, 1.290, 0.192], [0.270, -0.778, -0.041], [-0.614, -1.514, 0.911], [0.494, 1.225, -2.197], [1.929, 0.514, -1.651], [1.480, 2.104, -0.915], [1.177, -1.120, -0.325], [-1.643, -1.421, 0.562], [-0.478, -0.900, 1.801], [-0.381, -2.535, 1.212]],
  "forces_ev_per_angstrom": [[0.1, 0.1, -0.1], [-0.4, -1.3, -0.6], [1.6, 1.7, 0.9], [-1.5, -0.5, 0.4], [0.1, -1.6, -0.4], [0.6, 2.0, 0.1], [0.1, 0.8, -0.2], [0.2, -0.1, 0.4], [-0.3, -0.2, -0.2], [-0.4, -0.6, 0.0], [0.1, -0.2, 0.0], [-0.6, -0.2, 0.6], [0.4, 0.1, -0.8]],
  "e_homo_ev": -13.528,
  "homo_lumo_gap_ev": 10.106,
  "charge": 1,
  "molar_mass_g_mol": 206.0,
  "total_energy_ev": -7305.2773
}